Entry 1:
{"formula": "C39H38N7O8PSY", "method": "wB97M-V/def2-TZVPD", "species": ["Y", "C", "O", "C", "C", "C", "C", "C", "C", "N", "N", "C", "C", "O", "C", "C", "C", "C", "C", "C", "C", "C", "H", "H", "H", "H", "H", "H", "H", "H", "H", "H", "H", "H", "H", "N", "N", "C", "N", "N", "N", "O", "O", "H", "H", "H", "H", "H", "C", "C", "C", "C", "C", "C", "C", "P", "C", "C", "C", "C", "C", "C", "C", "C", "C", "C", "C", "C", "C", "C", "H", "H", "H", "H", "H", "H", "H", "H", "H", "H", "H", "H", "H", "H", "H", "H", "H", "H", "H", "H", "O", "S", "O", "O", "O"], "coordinates": [[2.33, 0.28, -0.57], [1.82, 1.67, -3.57], [1.40, 0.53, -2.82], [0.85, -0.51, -3.52], [0.60, -0.46, -4.89], [0.00, -1.55, -5.51], [-0.34, -2.68, -4.77], [-0.08, -2.72, -3.41], [0.52, -1.65, -2.78], [0.80, -1.58, -1.38], [0.39, -2.60, -0.76], [0.45, -2.70, 0.60], [0.68, -1.61, 1.47], [0.97, -0.43, 1.07], [0.54, -1.84, 2.89], [0.21, -3.04, 3.39], [-0.07, -4.16, 2.52], [-0.46, -5.40, 3.05], [-0.75, -6.46, 2.22], [-0.63, -6.29, 0.83], [-0.24, -5.09, 0.30], [0.05, -3.98, 1.13], [0.96, 2.14, -4.04], [2.26, 2.35, -2.84], [2.59, 1.38, -4.29], [0.86, 0.41, -5.46], [-0.20, -1.51, -6.57], [-0.81, -3.53, -5.26], [-0.35, -3.58, -2.82], [0.72, -0.98, 3.53], [0.11, -3.19, 4.46], [-0.54, -5.51, 4.13], [-1.06, -7.41, 2.63], [-0.85, -7.12, 0.17], [-0.14, -4.97, -0.77], [3.20, 1.23, 2.81], [4.42, 0.55, 2.91], [4.83, -0.40, 2.05], [6.14, -0.70, 2.06], [3.86, -0.97, 1.33], [4.22, -1.93, 0.43], [5.12, -2.71, 0.62], [3.47, -1.98, -0.55], [2.44, 0.56, 2.76], [3.23, 1.77, 1.95], [5.12, 1.02, 3.45], [6.73, 0.11, 2.10], [6.42, -1.34, 1.32], [-1.61, 4.20, 2.73], [-2.95, 3.54, 2.54], [-4.08, 4.09, 3.13], [-5.34, 3.53, 2.96], [-5.47, 2.39, 2.19], [-4.35, 1.82, 1.60], [-3.08, 2.37, 1.76], [-1.54, 1.64, 1.06], [-2.17, 0.04, 0.40], [-2.47, -0.85, 1.44], [-2.94, -2.13, 1.21], [-3.09, -2.57, -0.09], [-2.77, -1.72, -1.13], [-2.32, -0.42, -0.92], [-1.99, 0.41, -2.14], [-1.29, 2.80, -0.35], [-2.39, 3.41, -0.96], [-2.25, 4.31, -1.99], [-0.96, 4.64, -2.41], [0.13, 4.06, -1.81], [0.02, 3.12, -0.76], [1.24, 2.54, -0.21], [-1.67, 4.98, 3.49], [-1.26, 4.65, 1.80], [-0.85, 3.48, 3.02], [-3.97, 4.99, 3.72], [-6.20, 3.99, 3.43], [-6.45, 1.94, 2.05], [-4.47, 0.93, 1.00], [-2.32, -0.52, 2.46], [-3.15, -2.79, 2.05], [-3.42, -3.58, -0.30], [-2.85, -2.07, -2.16], [-2.04, -0.21, -3.03], [-0.99, 0.85, -2.08], [-2.69, 1.24, -2.26], [-3.39, 3.16, -0.62], [-3.12, 4.77, -2.45], [-0.81, 5.36, -3.21], [1.13, 4.36, -2.12], [1.17, 2.37, 0.87], [2.11, 3.16, -0.43], [4.06, 0.71, -2.01], [5.09, 1.28, -1.04], [5.69, 2.49, -1.56], [4.21, 1.58, 0.17], [6.05, 0.25, -0.68]], "mulliken_charge": [-0.709, -1.764, 1.761, 0.793, -0.934, -0.829, -0.908, -0.625, 0.056, 2.239, -0.897, -1.631, 1.407, 1.161, -1.173, -0.912, 1.119, -1.034, -0.628, -0.863, -0.287, 0.694, 0.618, 0.262, 0.460, 0.490, 0.406, 0.409, 0.327, 0.429, 0.367, 0.405, 0.387, 0.422, 0.399, -0.774, -0.088, 0.417, -0.564, 0.025, 1.049, -0.781, -0.539, 0.359, 0.399, 0.251, 0.287, 0.274, -1.325, 0.775, -0.799, -0.654, -0.941, -0.284, 0.297, 0.471, 0.829, -0.587, -0.951, -0.726, -0.486, 0.420, -1.327, 0.979, -0.609, -0.746, -0.830, -0.570, 0.283, -1.982, 0.457, 0.231, 0.220, 0.377, 0.366, 0.424, 0.435, 0.410, 0.349, 0.354, 0.336, 0.410, -0.239, 0.531, 0.455, 0.386, 0.374, 0.434, 0.599, 0.738, -0.640, 1.116, -0.729, -0.698, -0.663], "lumo_ev": 1.54, "total_charge": -1, "relative_energy_kj_mol": 0.0, "e_tot_ev": -89041.7841, "gap_ev": 6.0}

Entry 2:
{"formula": "C39H39BF6N2O4", "method": "wB97M-V/def2-TZVPD", "species": ["C", "C", "C", "C", "C", "B", "C", "C", "C", "C", "C", "O", "C", "C", "C", "C", "C", "O", "C", "C", "C", "C", "C", "O", "O", "H", "H", "H", "H", "H", "H", "H", "H", "H", "H", "H", "H", "H", "H", "H", "H", "H", "H", "H", "H", "C", "N", "C", "C", "F", "F", "F", "C", "C", "C", "C", "C", "C", "C", "C", "C", "N", "C", "C", "C", "F", "F", "F", "C", "C", "C", "C", "H", "H", "H", "H", "H", "H", "H", "H", "H", "H", "H", "H", "H", "H", "H", "H", "H", "H", "H"], "coordinates": [[3.93, 2.56, -5.20], [3.79, 2.25, -3.81], [4.62, 2.37, -2.72], [3.92, 1.78, -1.64], [2.79, 1.18, -2.21], [0.35, 1.65, 0.92], [1.79, 1.98, 1.31], [2.96, 1.40, 1.80], [3.63, 2.36, 2.59], [2.86, 3.51, 2.47], [2.84, 4.76, 3.17], [1.80, 3.33, 1.63], [-0.12, 2.73, -0.16], [0.18, 3.49, -1.34], [-0.70, 4.60, -1.36], [-1.45, 4.52, -0.23], [-2.47, 5.29, 0.46], [-1.14, 3.40, 0.48], [1.94, 0.26, -1.62], [1.04, -0.47, -2.41], [1.44, -1.80, -2.32], [2.42, -1.85, -1.36], [3.25, -2.91, -0.88], [2.67, -0.65, -0.82], [2.63, 1.62, -3.48], [4.90, 3.02, -5.32], [3.88, 1.66, -5.83], [3.17, 3.26, -5.54], [5.60, 2.84, -2.70], [4.26, 1.69, -0.62], [3.42, 0.43, 1.55], [4.49, 2.25, 3.23], [2.97, 4.68, 4.25], [3.64, 5.41, 2.80], [1.90, 5.30, 3.00], [0.88, 3.28, -2.16], [-0.77, 5.41, -2.09], [-2.66, 6.24, -0.04], [-3.38, 4.67, 0.51], [-2.13, 5.45, 1.50], [0.29, 0.02, -3.02], [1.03, -2.62, -2.93], [2.73, -3.85, -1.06], [4.18, -2.91, -1.47], [3.50, -2.81, 0.17], [0.72, -5.97, 2.55], [0.98, -4.66, 3.11], [1.23, -4.63, 4.55], [-0.06, -4.38, 5.27], [0.05, -4.35, 6.63], [-0.61, -3.19, 4.87], [-0.98, -5.36, 4.96], [0.91, -3.53, 2.35], [1.34, -2.27, 2.82], [1.06, -1.12, 2.10], [0.53, -1.11, 0.80], [0.18, 0.27, 0.09], [-1.34, -0.01, -0.37], [-1.87, 0.61, -1.50], [-3.21, 0.58, -1.84], [-4.16, -0.07, -1.03], [-5.46, -0.24, -1.42], [-6.45, -0.79, -0.52], [-5.93, 0.15, -2.73], [-5.64, -0.95, -3.71], [-6.04, -0.68, -4.98], [-4.30, -1.23, -3.75], [-6.26, -2.11, -3.30], [-3.68, -0.69, 0.14], [-2.33, -0.65, 0.45], [0.05, -2.40, 0.38], [0.31, -3.58, 1.06], [1.22, -6.07, 1.57], [1.12, -6.73, 3.24], [-0.37, -6.13, 2.41], [1.59, -5.62, 4.85], [1.93, -3.84, 4.82], [1.88, -2.20, 3.76], [1.32, -0.17, 2.55], [-0.30, 0.85, 1.46], [-1.20, 1.22, -2.09], [-3.53, 1.09, -2.74], [-6.36, -0.35, 0.48], [-7.45, -0.56, -0.91], [-6.34, -1.88, -0.42], [-7.01, 0.27, -2.69], [-5.44, 1.06, -3.08], [-4.39, -1.20, 0.80], [-2.07, -1.07, 1.41], [-0.51, -2.50, -0.56], [0.03, -4.55, 0.63]], "mulliken_charge": [-1.255, 0.717, -1.445, -0.014, 0.894, -0.225, 1.126, -0.777, -1.225, 0.365, -1.603, -0.264, 1.540, -0.687, -1.317, 0.599, -1.298, -0.535, 0.368, -0.281, -1.689, 1.157, -1.642, -0.097, -0.428, 0.364, 0.271, 0.282, 0.470, 0.653, 0.666, 0.413, 0.341, 0.317, 0.311, 0.345, 0.413, 0.377, 0.235, 0.270, 0.747, 0.458, 0.376, 0.347, 0.267, -1.206, 0.175, -1.074, 1.095, -0.287, -0.231, -0.283, 1.168, -1.348, -0.800, 1.424, -1.087, 0.298, -0.732, -1.156, 1.294, 0.124, -1.203, -1.098, 1.104, -0.291, -0.236, -0.291, -0.708, -0.657, -0.651, -0.861, 0.410, 0.320, 0.348, 0.371, 0.285, 0.248, 0.515, 0.663, 0.424, 0.326, 0.419, 0.307, 0.342, 0.372, 0.310, 0.449, 0.482, 0.521, 0.497], "lumo_ev": -0.13, "total_charge": 0, "relative_energy_kj_mol": 0.0, "e_tot_ev": -69220.2847, "gap_ev": 6.5}

Entry 3:
{"formula": "C39H39I2N7O4PtS", "method": "wB97M-V/def2-TZVPD", "species": ["Pt", "I", "C", "C", "C", "I", "C", "O", "C", "C", "N", "C", "C", "C", "C", "C", "C", "N", "C", "H", "H", "H", "H", "H", "H", "H", "H", "H", "H", "H", "C", "O", "C", "C", "C", "C", "C", "C", "N", "C", "N", "C", "C", "C", "C", "C", "C", "O", "C", "N", "C", "C", "C", "C", "C", "C", "O", "C", "H", "H", "H", "H", "H", "H", "H", "H", "H", "H", "H", "H", "H", "H", "H", "H", "H", "H", "H", "H", "H", "H", "C", "N", "C", "C", "N", "C", "S", "H", "H", "H", "H", "H", "H"], "coordinates": [[0.44, 0.57, 1.23], [5.96, 5.51, 3.40], [4.80, 3.89, 2.88], [4.86, 2.73, 3.65], [4.08, 1.65, 3.31], [4.10, -0.09, 4.43], [3.23, 1.69, 2.15], [2.53, 0.69, 1.81], [3.19, 2.91, 1.39], [2.30, 2.93, 0.19], [0.87, 2.70, 0.55], [0.36, 3.65, 1.55], [0.37, 3.04, 2.92], [0.44, 3.79, 4.09], [0.36, 3.14, 5.31], [0.23, 1.76, 5.34], [0.19, 1.07, 4.14], [0.25, 1.71, 2.96], [3.96, 3.97, 1.76], [5.50, 2.68, 4.51], [2.38, 3.90, -0.31], [2.59, 2.15, -0.51], [0.31, 2.82, -0.29], [0.93, 4.59, 1.55], [-0.67, 3.90, 1.29], [0.54, 4.86, 4.03], [0.41, 3.71, 6.23], [0.17, 1.21, 6.27], [0.10, 0.00, 4.10], [3.94, 4.89, 1.18], [1.09, -5.52, 0.62], [1.19, -5.63, -0.80], [0.06, -5.35, -1.52], [-0.60, -6.36, -2.19], [-1.71, -6.07, -2.96], [-2.16, -4.76, -3.09], [-1.48, -3.74, -2.44], [-0.38, -4.03, -1.65], [0.41, -3.02, -1.03], [-0.03, -1.97, -0.32], [-1.33, -1.95, 0.01], [-2.06, -0.93, 0.62], [-1.52, 0.23, 1.16], [-2.41, 1.16, 1.73], [-3.76, 0.93, 1.76], [-4.30, -0.25, 1.23], [-3.45, -1.17, 0.67], [-3.83, -2.35, 0.11], [-5.20, -2.73, 0.20], [0.81, -1.00, 0.06], [2.17, -1.15, -0.41], [3.08, -1.77, 0.44], [4.38, -2.02, 0.05], [4.78, -1.64, -1.23], [3.88, -1.04, -2.09], [2.56, -0.80, -1.70], [1.76, -0.30, -2.68], [0.70, 0.60, -2.39], [1.62, -6.36, 1.05], [0.05, -5.55, 0.94], [1.55, -4.59, 0.96], [-0.23, -7.37, -2.10], [-2.23, -6.87, -3.48], [-3.02, -4.53, -3.70], [-1.79, -2.71, -2.59], [1.41, -3.11, -1.13], [-1.88, -2.75, -0.27], [-2.03, 2.09, 2.13], [-4.42, 1.66, 2.21], [-5.36, -0.43, 1.28], [-5.52, -2.77, 1.24], [-5.27, -3.71, -0.25], [-5.83, -2.02, -0.36], [2.74, -2.06, 1.43], [5.07, -2.50, 0.72], [5.79, -1.83, -1.56], [4.16, -0.77, -3.10], [0.50, 1.13, -3.31], [0.99, 1.32, -1.63], [-0.21, 0.09, -2.06], [-1.44, 3.51, -4.61], [-2.57, 2.82, -4.02], [-3.69, 2.40, -4.72], [-4.52, 1.81, -3.84], [-3.89, 1.88, -2.61], [-2.69, 2.49, -2.72], [-1.63, 2.79, -1.44], [-1.80, 4.31, -5.26], [-0.82, 2.82, -5.19], [-0.85, 3.94, -3.80], [-3.79, 2.56, -5.78], [-5.49, 1.37, -3.98], [-4.24, 1.55, -1.73]], "mulliken_charge": [1.373, 0.203, -0.485, -0.127, -0.406, 0.073, 0.035, -0.248, 0.419, -0.915, -0.276, -1.492, 1.153, -1.079, -0.503, -0.912, -0.307, 0.160, -0.519, 0.431, 0.544, 0.205, -0.387, 0.603, 0.678, 0.595, 0.468, 0.501, 0.486, 0.520, -0.540, -0.514, 0.387, -0.425, -0.641, -0.979, -0.071, -0.067, 0.421, 0.656, 0.156, -0.546, 0.154, -0.052, -1.169, -0.478, 1.338, -0.435, -1.004, 0.079, -0.922, 0.407, -1.243, -0.742, -0.754, 0.621, -0.488, -0.052, 0.334, 0.303, 0.034, 0.490, 0.413, 0.447, 0.561, 0.282, 0.346, 0.227, 0.471, 0.523, 0.410, 0.270, 0.380, 0.743, 0.560, 0.473, 0.544, 0.266, -0.157, 0.086, -0.941, 0.189, -0.281, -0.600, 0.084, -0.234, -0.170, 0.372, 0.332, 0.305, 0.458, 0.427, 0.167], "lumo_ev": [-8.44, -8.45], "total_charge": 2, "relative_energy_kj_mol": 386.7, "e_tot_ev": -89965.3930, "gap_ev": [3.7, 3.7]}